w) The following is a quantum chemistry calculation of a 14-piece molecular cluster, C14H56O14 overall, from the OMol25 dataset.

Summary:
Kohn-Sham gap = 9.59 eV

Structure (ORCA input):
```
! RIJCOSX wB97M-V def2-TZVPD def2/J DEFGRID3
* xyz 0 1
C -3.73812 2.33243 0.97223
O -2.39731 1.88009 0.82791
H -4.39060 1.77080 0.29433
H -4.11790 2.08027 1.96221
H -3.81706 3.40197 0.77800
H -2.08846 2.14005 -0.05261
C -1.98710 3.76484 -1.94524
O -1.23142 2.59896 -1.64779
H -1.58044 4.41415 -2.72532
H -2.98131 3.46550 -2.29018
H -2.07664 4.42896 -1.08470
H -0.75773 2.34158 -2.44602
C 3.55673 -0.14427 -0.84106
O 3.68724 -0.45203 0.53483
H 3.58717 -1.01328 -1.50498
H 2.56068 0.25532 -1.07915
H 4.27420 0.61689 -1.13680
H 3.27210 -1.32060 0.69004
C 3.66574 -3.87116 1.70752
O 2.62066 -3.02446 1.20940
H 4.40676 -3.88721 0.91075
H 4.08116 -3.50324 2.64459
H 3.27739 -4.87961 1.86447
H 1.95815 -2.84627 1.92924
C 0.87068 -1.62466 4.10642
O 0.60374 -2.38156 2.92208
H 1.18196 -2.27624 4.92318
H 1.70071 -0.92070 4.01565
H -0.05688 -1.12563 4.38399
H 0.32181 -1.70748 2.26530
C -3.36496 -0.30389 -2.07824
O -4.21461 -1.08982 -2.88741
H -3.39840 0.76094 -2.34393
H -3.67531 -0.40581 -1.04023
H -2.30937 -0.57059 -2.18973
H -3.78839 -1.22273 -3.73760
C -3.62527 -1.40550 1.91246
O -4.47967 -0.92851 2.94857
H -3.35411 -0.50556 1.35342
H -2.78367 -1.95936 2.31792
H -4.10921 -2.08220 1.19968
H -5.32222 -0.64769 2.58591
C -0.75485 -2.90868 -3.29245
O 0.38408 -2.15691 -2.88943
H -0.41704 -3.93875 -3.44795
H -1.49475 -2.98964 -2.48930
H -1.22175 -2.54251 -4.20155
H 0.85573 -2.69341 -2.24522
C 2.09217 1.97175 2.16250
O 3.49792 1.74681 2.20291
H 1.63231 1.24675 2.83879
H 1.78244 2.97291 2.45186
H 1.73940 1.78537 1.14325
H 3.68263 0.95100 1.67284
C 1.63665 4.11856 -1.48735
O 2.08354 4.83464 -0.33992
H 2.25564 4.34706 -2.35878
H 1.57429 3.03947 -1.33921
H 0.64517 4.54164 -1.63346
H 3.02119 4.69658 -0.18138
C 1.48190 1.02458 -4.16945
O 0.42052 0.53692 -3.38943
H 1.32520 0.84142 -5.23959
H 1.53040 2.11046 -4.08396
H 2.44610 0.58712 -3.89995
H 0.52973 -0.38788 -3.13802
C 0.08948 -0.36185 0.02304
O -0.33107 -0.26808 1.37647
H 0.26099 0.60594 -0.45451
H 1.00463 -0.94781 -0.04067
H -0.73243 -0.86305 -0.50094
H -1.01554 0.40370 1.51172
C 2.93378 -4.78689 -1.93268
O 2.46493 -3.54197 -1.48501
H 3.01184 -4.79151 -3.02137
H 3.94343 -5.07345 -1.61965
H 2.25979 -5.60610 -1.66534
H 2.36148 -3.52030 -0.51331
C -2.95238 2.68526 4.50454
O -1.99754 1.86173 3.86652
H -2.52281 3.12731 5.40116
H -3.34791 3.48954 3.87650
H -3.80453 2.06346 4.80661
H -2.33545 1.63611 2.99208
*
```

Mulliken atomic charge list, values in e, 2 entries: -0.722 0.135

x) The following is a quantum chemistry calculation of C14H56O14 as an isolated structure, from the OMol25 dataset.

Summary:
Kohn-Sham gap = 8.09 eV

Structure (ORCA input):
```
! RIJCOSX wB97M-V def2-TZVPD def2/J DEFGRID3
* xyz 0 1
C 1.79649 3.46053 0.10499
C 3.03162 3.28778 -0.85770
O 4.02732 4.11303 -0.33300
H 1.38674 4.47037 0.08454
H 2.06548 3.27691 1.14520
H 0.99510 2.74173 -0.06592
H 2.77270 3.50600 -1.89377
H 3.39699 2.26204 -0.80810
H 4.40876 3.46698 0.26594
C 1.22527 0.21106 -0.17766
C -0.29332 0.01191 -0.44545
O -0.91695 1.27831 -0.41073
H 1.36527 0.49157 0.86628
H 1.65361 0.99716 -0.79948
H 1.71993 -0.74951 -0.32159
H -0.65649 -0.62478 0.36130
H -0.48903 -0.48875 -1.39368
H -1.84785 1.16774 -0.61762
C -2.10081 -2.65541 0.14547
C -0.61761 -2.82936 0.31066
O -0.25731 -4.16911 -0.01914
H -2.65694 -3.23374 0.88326
H -2.31925 -3.05782 -0.84370
H -2.42169 -1.61372 0.14003
H -0.21676 -2.65113 1.30848
H -0.09298 -2.14865 -0.35977
H 0.69662 -4.17838 -0.12656
C -1.28589 -1.81485 -3.00942
C -1.69952 -0.42259 -3.46424
O -2.96442 -0.59101 -4.13735
H -0.39517 -1.81141 -2.38116
H -1.07187 -2.49626 -3.83282
H -2.10954 -2.31242 -2.49744
H -0.89349 -0.13483 -4.13922
H -1.73747 0.31914 -2.66643
H -2.84949 -1.23357 -4.84127
C -3.10205 0.05101 1.45096
C -3.62232 -1.30702 1.95779
O -4.45219 -1.00426 3.03940
H -3.96310 0.70119 1.29627
H -2.45408 0.01971 0.57502
H -2.59404 0.67263 2.18827
H -2.81507 -1.94126 2.32409
H -4.21556 -1.81961 1.20054
H -4.98785 -1.78986 3.17178
C 2.89242 -0.60421 2.64700
C 3.58148 0.55301 1.92926
O 4.25592 1.32125 2.92425
H 2.44005 -1.28573 1.92659
H 2.03914 -0.35509 3.27783
H 3.57643 -1.23714 3.21235
H 2.86704 1.28500 1.55262
H 4.34435 0.25823 1.20869
H 4.88686 0.75383 3.37320
C -1.07289 -1.25265 2.72302
C 0.34671 -0.78981 2.70153
O 0.40006 0.61356 2.78534
H -1.59209 -1.11931 1.77395
H -1.67725 -0.70438 3.44568
H -1.15821 -2.33328 2.83733
H 0.89450 -1.06385 1.79991
H 0.89185 -1.16684 3.56685
H 0.64531 0.88821 3.67191
O -2.16882 2.54328 -2.73414
H -1.95255 2.17464 -1.87766
H -3.02727 2.17545 -2.94390
O 3.80322 -1.15761 -0.41221
H 4.50067 -0.68073 -0.86208
H 2.99574 -0.83838 -0.81506
O 2.05509 1.51529 -2.40715
H 1.92582 0.57961 -2.25219
H 1.16941 1.87483 -2.45750
O -2.65382 0.87578 -1.06552
H -3.48030 1.21481 -1.40935
H -2.87305 0.00807 -0.72603
O 2.18425 -0.56367 -2.13596
H 1.83662 -1.42776 -1.91520
H 2.57948 -0.67765 -3.00027
O -1.21020 1.46720 1.65442
H -0.87048 1.51111 0.76061
H -0.63257 0.84789 2.10055
O -0.05507 1.82564 -2.60080
H -0.93734 1.92809 -2.95766
H -0.19269 1.61586 -1.67707
*
```

Mulliken atomic charge list, values in e, 2 entries: -0.682 -0.231

Most stable pick: w). Distance to second place: 16.232 eV.

w) The following is a quantum chemistry calculation of an isolated ion of composition H2N2O4P and charge -1, from the OMol25 dataset.

Summary:
SMILES = N[P@@](=O)([O-])[N+](=O)[O-]
Kohn-Sham gap = 9.91 eV

Structure (ORCA input):
```
! RIJCOSX wB97M-V def2-TZVPD def2/J DEFGRID3
* xyz -1 1
N 0.06536 -0.32730 1.33083
P -0.81737 0.18231 -0.07673
O -1.75843 -0.87352 -0.56763
O -1.26603 1.60133 0.04373
N 0.71122 0.12550 -1.21041
O 0.56050 -0.40533 -2.28490
O 1.73094 0.70143 -0.75815
H 0.64063 0.32003 1.90829
H 0.13318 -1.32446 1.61498
*
```

natural (NBO) atomic charge list, values in e, 2 entries: -1.251 2.292

x) The following is a quantum chemistry calculation of H2N2O4P as an isolated structure, from the OMol25 dataset.

Summary:
Kohn-Sham gap = 9.35 eV

Structure (ORCA input):
```
! RIJCOSX wB97M-V def2-TZVPD def2/J DEFGRID3
* xyz -1 1
N 0.07806 -0.68912 1.05143
N -2.53860 1.07240 -0.16790
O -2.98487 -1.33257 1.02224
O -3.46812 0.93945 -0.89006
O -2.14847 2.11720 0.20654
O -1.71033 -1.24203 -1.31856
P -2.03683 -0.74181 0.04652
H 0.44496 -0.31424 0.12761
H 0.20123 -1.69326 1.17815
*
```

natural (NBO) atomic charge list, values in e, 2 entries: -1.154 0.317

Most stable pick: w). Distance to second place: 2.229 eV.

w) The following is a quantum chemistry calculation of one molecule with the formula H9PSi4, from the OMol25 dataset.

Summary:
Kohn-Sham gap (alpha / beta) = 5.90 / 6.73 eV

Structure (ORCA input):
```
! RIJCOSX wB97M-V def2-TZVPD def2/J DEFGRID3
* xyz 0 1
Si -0.33169 1.54526 0.83173
Si 1.37302 1.95673 -0.77100
Si -0.40741 -0.76989 1.71850
Si -0.67180 -1.07785 -1.70178
P 0.02415 -2.14942 0.14700
H -0.29233 2.51268 1.97260
H -1.65645 1.90969 0.25266
H 1.29002 2.68818 -1.88889
H 2.71940 1.07363 -0.79491
H 0.63806 -1.10555 2.71656
H -1.67272 -1.30368 2.30116
H -2.17396 -1.61478 -1.97585
H -0.17143 -1.92120 -2.84748
H 1.33315 -1.74379 0.03970
*
```

natural (NBO) atomic charge list, values in e, 2 entries: 0.162 0.403

x) The following is a quantum chemistry calculation of a 2-piece molecular cluster, H9PSi4 overall, from the OMol25 dataset.

Summary:
Kohn-Sham gap = 7.24 eV

Structure (ORCA input):
```
! RIJCOSX wB97M-V def2-TZVPD def2/J DEFGRID3
* xyz 0 1
Si 1.88536 1.24427 -0.10249
Si 2.35158 -1.08247 0.06049
Si -0.39322 0.66354 -0.02888
Si -4.02926 0.57774 -0.13491
P 0.11152 -1.49163 0.50132
H 2.01049 2.06202 1.22744
H 2.96299 2.08932 -0.97369
H 2.87054 -1.61490 -1.35476
H 3.23204 -1.73698 1.04471
H -1.16131 1.28861 1.25904
H -1.29505 0.48208 -1.27372
H -5.27364 -0.26053 -0.51911
H -3.49135 -0.08099 1.08774
H 0.21932 -2.14008 -0.79315
*
```

natural (NBO) atomic charge list, values in e, 2 entries: 0.152 0.398

Most stable pick: w). Distance to second place: 0.101 eV.

w) The following is a quantum chemistry calculation of one molecule with the formula C4H13N2, from the OMol25 dataset.

Summary:
Kohn-Sham gap (alpha / beta) = 4.42 / 9.56 eV

Structure (ORCA input):
```
! RIJCOSX wB97M-V def2-TZVPD def2/J DEFGRID3
* xyz 0 2
N 2.19350 0.23851 0.23722
C 0.71336 -0.12964 0.38284
C 0.55430 -1.56229 -0.09328
C -0.04664 0.87187 -0.47951
N -1.43991 0.48856 -0.61861
C -2.25549 0.19221 0.52868
H 2.36717 1.26378 0.37510
H 2.88253 -0.29972 0.82914
H 2.40596 0.04327 -0.76729
H 0.56970 0.02439 1.44858
H 0.63286 -1.64462 -1.15616
H -0.45751 -1.86864 0.17703
H 1.27752 -2.13992 0.48066
H 0.00321 1.93128 -0.21774
H 0.34496 0.78476 -1.49821
H -1.80539 0.26822 -1.52120
H -1.73084 -0.34004 1.28271
H -2.64182 1.09070 1.01492
H -3.10866 -0.41588 0.23388
*
```

natural (NBO) atomic charge list, values in e, 2 entries: -1.105 -0.117

x) The following is a quantum chemistry calculation of a 2-piece molecular cluster, C4H13N2 overall, from the OMol25 dataset.

Summary:
Kohn-Sham gap (alpha / beta) = 4.07 / 10.54 eV

Structure (ORCA input):
```
! RIJCOSX wB97M-V def2-TZVPD def2/J DEFGRID3
* xyz 0 2
N 0.86864 0.29396 1.18135
C 0.07089 1.48492 0.67954
C -1.33161 1.06349 0.28437
N -2.20477 2.19474 0.01372
H 0.42572 -0.15844 1.93506
H 1.04660 -0.41589 0.45681
H 1.76475 0.66888 1.49805
H 0.08741 2.16938 1.55186
H 0.68253 1.91838 -0.15949
H -1.26859 0.35617 -0.57756
H -1.79834 0.48464 1.07483
H -1.84594 2.78636 -0.77801
H -3.13363 1.90115 -0.25623
C 1.62787 -2.35441 -1.56550
C 0.56943 -2.54459 -0.71283
H 1.54863 -1.81281 -2.52339
H 2.63960 -2.70401 -1.23932
H -0.40410 -2.16341 -1.03531
H 0.65492 -3.16852 0.17206
*
```

natural (NBO) atomic charge list, values in e, 2 entries: -1.079 -0.316

Most stable pick: w). Distance to second place: 0.805 eV.